No. 1
A structure of composition C28H28MgN4O4 in a non-equilibrium geometry. Source: the OMol25 dataset; level of theory: ωB97M-V with the def2-TZVPD basis set.

The calculation puts the total energy at -49088.83236 eV. The calculation puts the max |F| at 1.6 eV/Å. The calculation puts the frontier orbital gap at 7.4 eV. The energy above the lowest of the compared OMol25 structures with the same formula, charge and spin comes out at 73.48 kJ/mol.

Geometry as XYZ:
```
65
C28H28MgN4O4 | the OMol25 dataset | ωB97M-V with the def2-TZVPD basis set
Mg 0.111 -0.011 -0.139
O -0.357 1.366 -1.454
O 1.406 -0.328 1.189
O -1.099 -1.245 1.341
O 3.326 -1.651 2.853
N -1.297 2.357 0.368
N -0.974 -1.379 -1.418
N 1.835 -0.188 -1.576
N -0.500 1.500 1.031
C 1.684 0.576 5.214
C 3.812 -1.580 1.534
C -1.778 -0.938 -2.367
C -2.015 3.047 -1.791
C -0.747 -3.431 -2.588
C 0.649 0.938 3.059
C -0.395 -3.563 0.834
C -3.807 4.629 -2.081
C 0.403 -3.037 -0.368
C -1.173 2.185 -0.928
C 3.829 1.001 -2.098
C 1.991 -0.882 -2.690
C 0.770 1.230 4.425
C 2.726 0.746 -1.296
C 4.001 0.260 -3.255
C -1.488 -2.591 1.296
C 3.051 -0.699 -3.561
C -0.276 1.705 2.279
C 2.449 -0.675 3.294
C -3.035 3.831 -1.256
C 1.496 -0.035 2.451
C -1.782 3.090 -3.163
C -1.579 -2.967 -3.592
C -2.114 -1.695 -3.476
C -2.549 3.897 -3.983
C 2.523 -0.372 4.641
C -3.568 4.664 -3.446
C -0.474 -2.605 -1.499
H 1.098 -3.814 -0.697
H -0.347 -1.148 1.940
H 2.531 1.300 -0.391
H -0.881 -4.509 0.577
H -2.156 0.063 -2.241
H 0.314 -3.748 1.645
H 3.256 -0.888 5.242
H 4.846 0.421 -3.907
H -2.323 -2.634 0.592
H -2.762 -1.292 -4.237
H -0.986 2.484 -3.571
H -1.849 -2.913 2.286
H 0.963 -2.160 -0.048
H -4.170 5.290 -4.091
H 0.140 1.999 4.850
H 4.539 1.763 -1.821
H -0.771 2.546 2.774
H -1.812 -3.588 -4.446
H 3.111 -2.010 0.813
H -3.209 3.801 -0.193
H 1.236 -1.621 -2.909
H -0.297 -4.409 -2.650
H 4.736 -2.160 1.520
H -2.341 3.933 -5.044
H 3.130 -1.298 -4.454
H 1.777 0.805 6.268
H 4.027 -0.552 1.236
H -4.597 5.236 -1.661
```

---

No. 2
A structure of composition C39H48MnN2O5PS2SbSi3 in a non-equilibrium geometry. Source: the OMol25 dataset; level of theory: ωB97M-V with the def2-TZVPD basis set.

The calculation puts the total energy at -146896.18828 eV. The total charge is -1. The calculation puts the max |F| at 2.7 eV/Å. The calculation puts the frontier orbital gap (alpha / beta) at 6.1 / 7.0 eV. The multiplicity is 5. The energy above the lowest of the compared OMol25 structures with the same formula, charge and spin comes out at 103.60 kJ/mol.

Geometry as XYZ:
```
102
C39H48MnN2O5PS2SbSi3 | the OMol25 dataset | ωB97M-V with the def2-TZVPD basis set
Sb 0.958 2.858 -0.063
Mn -0.328 -0.010 -1.204
S -2.850 -3.872 0.245
S -0.263 -2.500 -1.550
P -1.073 -4.061 -0.562
Si -1.347 4.918 0.869
Si 2.845 0.807 -1.853
Si -0.677 2.756 3.171
O 1.123 -0.486 -5.779
O -3.497 0.470 -5.222
O -2.036 0.513 -2.484
O -1.550 -0.807 -7.038
O 0.487 -0.064 -2.815
N -1.600 0.904 0.378
N 0.445 -0.677 0.993
C -0.329 -5.139 1.908
C -2.057 -6.985 -3.249
C -1.644 0.235 -3.659
C 2.749 -1.399 2.305
C -0.983 -5.374 -1.843
C -3.887 0.189 0.513
C -0.890 3.074 1.277
C -2.393 2.675 4.020
C -1.941 2.120 0.839
C 0.560 -5.487 2.907
C -2.548 -0.039 0.279
C 0.244 -6.415 -3.624
C -4.273 1.481 0.843
C 0.250 4.196 4.030
C 0.031 -0.340 -5.248
C -2.347 0.156 -4.950
C 0.136 -4.603 0.716
C 1.620 -0.120 0.618
C 2.806 -0.490 1.269
C 1.498 -4.403 0.538
C 0.195 -5.529 -2.566
C 2.479 3.063 1.491
C 0.400 -1.563 1.967
C 3.237 -0.990 -2.359
C 1.919 -5.297 2.722
C -2.112 -6.102 -2.184
C -0.885 -7.141 -3.967
C 4.520 1.580 -1.290
C 1.525 -1.944 2.679
C -2.065 4.917 -0.898
C 2.346 1.992 -3.278
C -1.322 -0.381 -5.920
C -2.592 5.846 2.016
C 0.179 6.074 0.909
C -0.267 -0.069 -3.853
C 1.481 0.776 -0.510
C 0.162 1.134 3.723
C -3.293 2.432 1.032
C 2.387 -4.754 1.536
H 5.159 1.703 -2.159
H 1.155 -6.524 -4.194
H 0.689 6.043 1.862
H -2.214 -1.046 0.025
H -2.980 1.845 3.642
H -2.443 6.916 1.900
H -2.977 3.576 3.879
H 3.007 2.853 -3.346
H -3.628 5.644 1.762
H -2.938 -7.542 -3.534
H -2.279 2.528 5.090
H 2.613 -5.547 3.514
H 2.373 1.471 -4.230
H -0.455 0.279 3.470
H 1.439 -2.658 3.480
H -3.562 3.422 1.355
H 3.344 -1.069 -3.436
H 1.327 2.355 -3.142
H 1.849 -3.934 -0.370
H -0.848 -7.824 -4.802
H 3.657 -1.681 2.825
H -2.902 4.233 -0.983
H -4.599 -0.613 0.429
H 2.404 -1.625 -2.071
H 4.147 -1.371 -1.905
H -1.309 4.586 -1.606
H -1.392 -5.257 2.058
H -5.318 1.723 0.979
H -0.122 7.102 0.735
H 5.058 0.956 -0.586
H 1.222 4.379 3.592
H 2.279 2.382 2.309
H -3.029 -5.973 -1.624
H 3.432 2.816 1.037
H 3.739 -0.057 0.942
H -2.408 5.900 -1.203
H 0.191 -5.883 3.843
H 3.445 -4.574 1.405
H 4.386 2.562 -0.847
H 2.512 4.086 1.846
H 0.407 3.954 5.076
H 0.298 1.136 4.801
H 1.135 0.971 3.275
H 1.056 -4.930 -2.310
H -0.581 -1.972 2.188
H -2.456 5.614 3.066
H 0.897 5.802 0.143
H -0.311 5.121 3.990
```